Entry from the OMol25 dataset: C26H21F2N4O10PtS as an isolated structure (wB97M-V/def2-TZVPD).

```
65
C26H21F2N4O10PtS | the OMol25 dataset | wB97M-V/def2-TZVPD
Pt -0.232 0.134 -0.121
C 2.760 -6.272 -2.799
C 2.320 -5.103 -3.679
C 1.584 -5.525 -4.942
C 0.254 -6.182 -4.597
C -0.553 -5.300 -3.685
C -1.922 -5.410 -3.627
C -2.664 -4.603 -2.766
F -3.988 -4.746 -2.743
C -2.071 -3.674 -1.956
C -0.679 -3.539 -1.997
C -0.035 -2.577 -1.124
O -0.755 -1.913 -0.286
C 1.366 -2.480 -1.221
C 2.045 -3.310 -2.089
N 1.460 -4.196 -2.881
C 0.087 -4.348 -2.861
C 2.241 -1.606 -0.336
O 3.394 -1.940 -0.181
O 1.705 -0.568 0.243
H 3.370 -6.962 -3.381
H 1.902 -6.813 -2.397
H 3.359 -5.914 -1.961
H 3.201 -4.527 -3.963
H 2.216 -6.213 -5.502
H 1.410 -4.648 -5.568
H 0.428 -7.141 -4.102
H -0.310 -6.394 -5.504
H -2.440 -6.130 -4.248
H -2.659 -3.049 -1.300
H 3.125 -3.241 -2.120
F -0.866 6.526 -0.626
C -1.761 5.661 -1.105
C -1.379 4.662 -1.908
N -2.275 3.757 -2.432
C -1.801 2.552 -3.072
C -1.193 1.582 -2.067
O -0.630 0.536 -2.426
O -1.270 1.875 -0.822
C -3.636 3.814 -2.116
O -4.424 2.990 -2.522
N -3.981 4.863 -1.302
C -3.155 5.818 -0.691
O -3.588 6.631 0.081
H -0.338 4.542 -2.178
H -1.056 2.772 -3.836
H -2.654 2.064 -3.541
H -4.963 4.921 -1.071
N -0.211 0.095 2.183
C -0.172 1.355 2.902
C -0.736 2.494 2.334
C -0.707 3.700 3.016
C -0.085 3.709 4.245
C 0.454 2.607 4.862
C 0.423 1.411 4.157
S -0.048 5.389 5.154
O -1.449 5.248 5.539
O 0.251 6.307 4.094
O 0.929 5.191 6.184
H 0.614 -0.461 2.392
H -1.035 -0.450 2.423
H -1.202 2.436 1.362
H -1.113 4.611 2.598
H 0.911 2.677 5.838
H 0.863 0.525 4.598
```

LUMO (alpha / beta) = -3.6 / -6.9 eV
total charge = +1
frontier orbital gap (alpha / beta) = 0.2874 / 0.1650 Eh
multiplicity = 5
energy above the lowest of the compared OMol25 structures with the same formula, charge and spin = 170.81 kJ/mol
highest occupied orbital energy (alpha / beta) = -11.4145 / -11.4118 eV
<S²> = 6.03